[1]
The following is a DFT calculation (ωB97M-V with the def2-TZVPD basis set) of a gas-phase ion, C3H6BrN2O (charge +1) in a non-equilibrium geometry.

Results
Energy above the lowest of the compared OMol25 structures with the same formula, charge and spin (kJ/mol): 88.6
Structure (SMILES): CN1C=[NH+]O[C@@H]1Br
LUMO energy (eV): -4.49
E (eV): -78268.56216
Gap between HOMO and LUMO (eV): 10.00
Total charge: +1

XYZ file:
```
13
C3H6BrN2O (ωB97M-V with the def2-TZVPD basis set)
C -0.6059 0.7194 -0.9542
C -1.4448 -0.7616 0.5047
C 0.9527 -0.0209 0.8360
N -0.2552 -0.0442 0.0878
N -1.8446 0.5097 -1.2648
O -2.3845 -0.5997 -0.5121
Br -1.9234 0.1815 2.2859
H -0.0776 1.6093 -1.5056
H -1.2573 -1.8535 0.8934
H 1.6738 -0.7020 0.3645
H 1.1060 1.0176 1.2558
H 0.8439 -0.5583 1.8341
H -2.5851 0.9725 -1.7180
```



[2]
The following is a DFT calculation (ωB97M-V with the def2-TZVPD basis set) of 2 unconnected molecules or ions with the total composition C3H6BrN2O in a non-equilibrium geometry.

Results
Energy above the lowest of the compared OMol25 structures with the same formula, charge and spin (kJ/mol): 214.2
LUMO energy (spin up / spin down) (eV): -6.76 / -6.76
E (eV): -78267.25971
Gap between HOMO and LUMO (spin up / spin down) (eV): 7.58 / 7.58
Total charge: +1

XYZ file:
```
13
C3H6BrN2O (ωB97M-V with the def2-TZVPD basis set)
C 0.9834 0.6403 -1.0054
C -1.6644 -0.3662 -1.2888
C 1.2365 -0.2165 1.8840
N -1.0305 -0.0725 -0.1612
N 0.2790 0.2602 -0.0850
O -1.2436 -0.4071 -2.3738
Br -3.5387 -0.7341 -0.8449
H 0.7199 0.5366 -2.0271
H 1.9160 1.0656 -0.8921
H 2.1912 -0.4490 1.4160
H 0.7219 -1.0188 2.4050
H 1.1300 0.8139 2.2841
H -1.7004 -0.0522 0.6893
```



[3]
The following is a DFT calculation (ωB97M-V with the def2-TZVPD basis set) of a single C3H6BrN3O2 molecule in a non-equilibrium geometry.

Results
Energy above the lowest of the compared OMol25 structures with the same formula, charge and spin (kJ/mol): 745.0
LUMO energy (spin up / spin down) (eV): -0.59 / -0.96
E (eV): -81810.08870
Gap between HOMO and LUMO (spin up / spin down) (eV): 7.56 / 6.92

XYZ file:
```
15
C3H6BrN3O2 (ωB97M-V with the def2-TZVPD basis set)
C -0.1369 -1.0035 -0.4140
C -0.1370 1.3555 -0.7837
C 1.4909 0.3305 0.9932
N -0.9167 0.1720 -0.7091
N 0.6481 -0.7230 0.8850
N -0.7822 2.4338 -0.1090
O -1.7940 2.1618 0.5515
O -0.4019 3.5643 -0.2262
Br 3.0104 0.2913 -0.1150
H -0.5192 -1.9945 -0.2933
H 0.4823 -1.1260 -1.3623
H 0.4085 1.5149 -1.6874
H 1.6860 0.8620 1.9094
H -1.6617 0.4623 0.0949
H -0.0356 -0.5996 1.6336
```



[4]
The following is a DFT calculation (ωB97M-V with the def2-TZVPD basis set) of 2 unconnected molecules or ions with the total composition C3H6BrNO2S in a non-equilibrium geometry.

Results
Energy above the lowest of the compared OMol25 structures with the same formula, charge and spin (kJ/mol): 232.4
LUMO energy (eV): 0.48
E (eV): -89666.59309
Gap between HOMO and LUMO (eV): 9.34

XYZ file:
```
14
C3H6BrNO2S (ωB97M-V with the def2-TZVPD basis set)
C 2.7560 -0.1150 1.0474
C 1.3937 -0.0447 1.7678
C 1.7924 -0.8879 0.6469
N -1.7020 -0.0939 0.0039
O -0.3611 1.3163 -1.5298
O -2.5443 0.6291 -2.4011
S -1.1113 0.0887 -1.6841
Br 0.9628 -1.9592 -0.6287
H -2.6349 0.8067 -3.3955
H 3.7621 0.1563 1.2529
H 1.4240 -0.3985 2.7235
H 0.5878 0.6468 1.5301
H -2.0161 0.7258 0.5059
H -2.3091 -0.8707 0.1609
```



[5]
The following is a DFT calculation (ωB97M-V with the def2-TZVPD basis set) of a single C3H6BrNO3 molecule in a non-equilibrium geometry.

Results
Energy above the lowest of the compared OMol25 structures with the same formula, charge and spin (kJ/mol): 115.5
Structure (SMILES): C[C@](O)(Br)C[N+](=O)[O-]
LUMO energy (eV): 0.06
E (eV): -80879.25840
Gap between HOMO and LUMO (eV): 10.65

XYZ file:
```
14
C3H6BrNO3 (ωB97M-V with the def2-TZVPD basis set)
C 0.1686 -1.4724 -0.7866
C -0.1034 0.4271 1.0865
C 0.6252 -0.1301 -0.3922
N -1.4207 1.0557 0.9119
O -2.2387 0.4712 0.2378
O -1.5081 2.1457 1.4746
O 0.4465 0.9100 -1.2529
Br 2.6092 -0.2027 0.1809
H -0.0253 -1.3537 -1.8890
H 0.7670 -2.2638 -0.7314
H -0.8089 -1.7023 -0.3270
H -0.1283 -0.4375 1.6290
H 0.4319 1.2562 1.6242
H 1.1848 1.2965 -1.7657
```



[6]
The following is a DFT calculation (ωB97M-V with the def2-TZVPD basis set) of 2 unconnected molecules or ions with the total composition C3H6BrNO3 in a non-equilibrium geometry.

Results
Energy above the lowest of the compared OMol25 structures with the same formula, charge and spin (kJ/mol): 151.6
Structure (SMILES): C=[N+]([O-])O.CC(=O)Br
LUMO energy (eV): 0.52
E (eV): -80878.88378
Gap between HOMO and LUMO (eV): 10.07

XYZ file:
```
14
C3H6BrNO3 (ωB97M-V with the def2-TZVPD basis set)
C -1.8962 -0.4372 -0.5150
C 1.1870 0.2786 1.2080
C -0.6497 -1.2295 -0.7251
N 1.0024 1.2687 0.4066
O 2.1937 1.5697 -0.2546
O 0.0312 1.8402 -0.0262
O 0.3411 -1.1814 -1.3931
Br -0.5604 -2.7205 0.6572
H -2.6229 -1.1773 -0.8368
H -2.0273 -0.1726 0.4692
H -1.7458 0.6081 -0.8614
H 0.4421 -0.1004 1.9860
H 2.1457 -0.1223 1.1076
H 2.1592 1.5759 -1.2223
```



[7]
The following is a DFT calculation (ωB97M-V with the def2-TZVPD basis set) of a single C3H6BrNO3S molecule in a non-equilibrium geometry.

Results
Energy above the lowest of the compared OMol25 structures with the same formula, charge and spin (kJ/mol): 0.0
Structure (SMILES): C/C(=C\Br)OS(N)(=O)=O
LUMO energy (eV): 0.25
E (eV): -91716.95677
Gap between HOMO and LUMO (eV): 9.10

XYZ file:
```
15
C3H6BrNO3S (ωB97M-V with the def2-TZVPD basis set)
C -1.1232 0.0026 -0.1473
C -1.0803 -1.3471 0.5038
C -2.3185 0.5238 -0.5491
N 2.5020 1.3096 -0.6777
O 0.1207 0.6385 -0.2883
O 1.7376 0.6314 1.6335
O 2.0366 -1.0786 -0.1149
S 1.6881 0.2452 0.2648
Br -3.9023 -0.4485 -0.4454
H -1.7119 -1.3546 1.3960
H -0.0635 -1.6013 0.7832
H -1.4657 -2.1038 -0.1850
H -2.3901 1.4707 -1.0622
H 2.5716 2.2048 -0.2207
H 3.3989 0.9073 -0.8907
```



[8]
The following is a DFT calculation (ωB97M-V with the def2-TZVPD basis set) of a single C3H6BrNS molecule in a non-equilibrium geometry.

Results
Energy above the lowest of the compared OMol25 structures with the same formula, charge and spin (kJ/mol): 0.0
Structure (SMILES): CN(C)C(=S)Br
LUMO energy (eV): 0.55
E (eV): -85575.13537
Gap between HOMO and LUMO (eV): 8.88

XYZ file:
```
12
C3H6BrNS (ωB97M-V with the def2-TZVPD basis set)
C -1.3157 -0.5048 -0.0563
C 0.9973 -1.0021 0.3335
C 0.2456 1.2522 -0.2325
N -0.0870 -0.0852 -0.0717
S -1.9077 -2.1379 -0.0813
Br -2.6108 0.8836 -0.1312
H 1.1377 -0.8669 1.3906
H 0.6920 -1.9761 0.1034
H 1.9540 -0.6905 -0.1836
H -0.2367 1.9992 0.4376
H 1.3436 1.4908 -0.2950
H -0.2123 1.6377 -1.2136
```